1.
Density functional theory data (the ωB97M-V functional and the def2-TZVPD basis) for the ion C8H18N with charge +1 in a non-equilibrium geometry.

Calculated values
**HOMO level**: -13.90 eV
**Electronic energy**: -370.100208 a.u.
**Kohn-Sham gap**: 10.381 eV

ORCA input file:
```
! RIJCOSX wB97M-V def2-TZVPD def2/J DEFGRID3
* xyz 1 1
C -2.47 0.00 0.17
C -1.67 0.33 -1.09
C -1.63 -0.26 1.40
C -0.51 -0.70 -1.25
C -0.39 -1.16 1.14
C 2.02 1.13 -1.24
C 0.49 -0.66 -0.12
C 1.25 0.64 0.04
N 2.26 0.37 1.11
H -3.17 0.70 0.38
H -3.15 -0.78 -0.17
H -1.26 1.36 -1.09
H -2.38 0.34 -1.89
H -1.47 0.74 1.85
H -2.38 -0.74 1.98
H -0.95 -1.76 -1.29
H -0.14 -0.58 -2.25
H 0.30 -1.25 2.00
H -0.67 -2.24 1.01
H 2.98 1.56 -0.98
H 1.30 1.73 -1.84
H 2.23 0.30 -1.99
H 1.34 -1.40 -0.31
H 0.53 1.37 0.30
H 2.67 1.28 1.55
H 1.82 -0.17 1.83
H 3.06 -0.17 0.73
*
```

Taken from the natural (NBO) analysis, the atomic charges in e are: -0.4021, -0.3975, -0.4360, -0.4210, -0.3968, -0.6483, -0.2253, -0.0676, -0.6810, 0.2201, 0.2094, 0.1801, 0.2322, 0.2071, 0.2427, 0.2276, 0.2242, 0.1729, 0.2481, 0.2221, 0.2602, 0.2420, 0.2033, 0.2340, 0.4576, 0.4457, 0.4462

=====

2.
Density functional theory data (the ωB97M-V functional and the def2-TZVPD basis) for a cluster of 2 separate species, C8H18N2 in total in a non-equilibrium geometry.

Calculated values
**HOMO level**: -8.41 eV
**Electronic energy**: -425.068483 a.u.
**Kohn-Sham gap**: 9.287 eV

ORCA input file:
```
! RIJCOSX wB97M-V def2-TZVPD def2/J DEFGRID3
* xyz 0 1
C -1.48 1.11 -0.80
C 1.36 -0.80 0.80
C 1.91 1.54 0.58
C -0.92 0.90 -2.00
C -1.52 2.47 -0.16
C -2.13 0.02 -0.02
C 0.52 -3.19 1.03
N 1.11 0.43 0.10
C 0.79 -2.03 0.11
N 0.63 -2.19 -1.12
H 0.93 -1.40 -1.69
H 0.91 -0.71 1.80
H 2.43 -1.00 0.97
H 2.99 1.33 0.59
H 1.73 2.41 -0.05
H 1.60 1.77 1.60
H -0.67 1.73 -2.64
H 1.07 0.40 -0.99
H -1.09 -0.03 -2.53
H -2.55 2.74 0.07
H -0.97 2.45 0.78
H -1.08 3.23 -0.80
H -3.20 0.22 0.10
H -2.00 -0.95 -0.50
H -1.70 -0.03 0.98
H 0.30 -4.08 0.45
H -0.34 -2.96 1.66
H 1.37 -3.37 1.69
*
```

Taken from the natural (NBO) analysis, the atomic charges in e are: 0.1156, -0.2919, -0.4042, -0.5061, -0.6536, -0.6582, -0.6690, -0.6475, 0.3276, -0.6326, 0.3302, 0.1957, 0.1823, 0.1628, 0.2033, 0.1848, 0.1954, 0.3852, 0.2019, 0.2164, 0.2175, 0.2130, 0.2174, 0.2261, 0.2119, 0.2360, 0.2209, 0.2191

=====

3.
Density functional theory data (the ωB97M-V functional and the def2-TZVPD basis) for a cluster of 4 separate species, C8H18N2O10 in total in a non-equilibrium geometry.

Calculated values
**HOMO level**: -10.73 eV
**Electronic energy**: -1177.297941 a.u.
**Kohn-Sham gap**: 10.800 eV

ORCA input file:
```
! RIJCOSX wB97M-V def2-TZVPD def2/J DEFGRID3
* xyz 0 1
C -1.63 1.80 3.01
N -0.96 0.51 2.80
O -1.62 -0.50 2.97
O 0.24 0.63 2.45
H -2.02 2.17 2.06
H -0.89 2.52 3.35
H -2.37 1.59 3.78
C -9.04 -0.39 1.67
N -8.49 0.84 1.00
O -7.42 1.30 1.41
O -9.16 1.35 0.11
H -8.51 -0.68 2.57
H -8.96 -1.12 0.87
H -10.10 -0.18 1.85
C 10.58 1.29 -0.92
O 9.21 1.08 -0.59
C 8.83 -0.23 -0.40
O 9.55 -1.21 -0.59
O 7.61 -0.15 -0.02
C 6.91 -1.31 0.49
H 10.71 2.37 -1.06
H 11.06 0.61 -1.62
H 11.14 0.95 -0.05
H 7.33 -1.80 1.37
H 6.76 -2.04 -0.30
H 5.90 -0.91 0.64
C -3.92 1.33 -2.92
O -3.92 -0.08 -2.67
C -2.76 -0.59 -2.23
O -1.69 -0.02 -1.98
O -3.05 -1.92 -1.98
C -2.03 -2.89 -1.63
H -4.61 1.67 -2.16
H -4.33 1.67 -3.87
H -2.92 1.76 -2.94
H -2.50 -3.84 -1.87
H -1.86 -2.98 -0.55
H -1.06 -2.63 -2.06
*
```

Taken from the natural (NBO) analysis, the atomic charges in e are: -0.4845, 0.5221, -0.3557, -0.3881, 0.2434, 0.2343, 0.2288, -0.4834, 0.5240, -0.3743, -0.3767, 0.2364, 0.2372, 0.2369, -0.2737, -0.5074, 0.9845, -0.6466, -0.4812, -0.2625, 0.2014, 0.2044, 0.1800, 0.2017, 0.1945, 0.2050, -0.2756, -0.4880, 0.9890, -0.6419, -0.5203, -0.2584, 0.1956, 0.1928, 0.2154, 0.1991, 0.1875, 0.2046

=====

4.
Density functional theory data (the ωB97M-V functional and the def2-TZVPD basis) for an isolated molecule of C8H18N2S in a non-equilibrium geometry.

Calculated values
**HOMO level**: -8.75 eV
**Electronic energy**: -823.150586 a.u.
**Kohn-Sham gap**: 9.610 eV

ORCA input file:
```
! RIJCOSX wB97M-V def2-TZVPD def2/J DEFGRID3
* xyz 0 1
C 0.75 2.72 0.20
C 0.10 2.28 1.59
C 0.46 1.38 -0.59
C 0.67 0.81 1.78
C 0.74 0.18 0.37
C 2.10 -0.38 0.08
C -1.62 -2.59 -1.86
C -0.43 -1.74 -1.54
N -2.09 0.11 -0.19
N -0.98 -2.00 1.09
S -0.89 -0.89 0.03
H 0.22 3.58 -0.28
H 1.80 2.86 0.34
H 0.62 2.73 2.45
H -0.95 2.51 1.46
H -0.55 1.32 -0.77
H 1.07 1.39 -1.50
H 1.65 0.99 2.30
H 0.17 0.21 2.58
H 2.38 -1.22 0.55
H 2.72 0.53 0.27
H 2.25 -0.60 -0.95
H -2.50 -2.03 -1.68
H -1.63 -2.86 -2.95
H -1.69 -3.50 -1.27
H -0.14 -1.05 -2.29
H 0.25 -2.49 -1.33
H -2.77 -0.08 0.48
H -1.72 -2.18 1.63
*
```

Taken from the natural (NBO) analysis, the atomic charges in e are: -0.3934, -0.4068, -0.4593, -0.4408, -0.1438, -0.6151, -0.6231, -0.6110, -1.1784, -1.2017, 1.7904, 0.2162, 0.1898, 0.2037, 0.2202, 0.2520, 0.2041, 0.2154, 0.2423, 0.2186, 0.2186, 0.2054, 0.2254, 0.2197, 0.2260, 0.2324, 0.2409, 0.3736, 0.3787

=====

5.
Density functional theory data (the ωB97M-V functional and the def2-TZVPD basis) for a cluster of 2 separate species, C8H18N3 in total in a non-equilibrium geometry.

Calculated values
**HOMO level**: -12.10 eV
**Electronic energy**: -479.623186 a.u.
**Kohn-Sham gap**: 8.699 eV

ORCA input file:
```
! RIJCOSX wB97M-V def2-TZVPD def2/J DEFGRID3
* xyz 1 1
C -1.34 -2.61 -2.23
N -0.10 -1.89 -1.98
C 1.13 -2.63 -2.23
C -0.10 -0.63 -1.58
H -1.09 -3.67 -2.29
H -2.09 -2.48 -1.44
H -1.79 -2.29 -3.18
H 0.86 -3.69 -2.29
H 1.58 -2.31 -3.17
H 1.87 -2.50 -1.44
H 0.87 -0.14 -1.43
H -1.05 -0.11 -1.46
C 0.11 2.59 -0.80
C 0.11 1.71 0.44
N -0.12 0.45 0.46
C 0.04 -0.24 1.74
C -0.35 0.56 2.95
C 0.26 1.95 2.91
N 0.38 2.42 1.57
H 0.03 3.63 -0.45
H 1.05 2.51 -1.37
H -0.76 2.39 -1.44
H -0.56 -1.16 1.68
H 1.08 -0.56 1.88
H -1.43 0.67 3.02
H -0.05 0.06 3.87
H -0.36 2.68 3.46
H 1.25 1.90 3.38
H 0.56 3.39 1.44
*
```

Taken from the natural (NBO) analysis, the atomic charges in e are: -0.4265, -0.3095, -0.4260, 0.1256, 0.2290, 0.2366, 0.2341, 0.2293, 0.2340, 0.2358, 0.2402, 0.2472, -0.6690, 0.4794, -0.5631, -0.2382, -0.4292, -0.2155, -0.5837, 0.2312, 0.2397, 0.2369, 0.2053, 0.1927, 0.2127, 0.2348, 0.2155, 0.1988, 0.4017

=====

6.
Density functional theory data (the ωB97M-V functional and the def2-TZVPD basis) for a structure of composition C8H18N3OPdS2SbSe5 in a non-equilibrium geometry.

Calculated values
**HOMO level (spin up / spin down)**: -7.71 / -7.75 eV
**Electronic energy**: -13726.810891 a.u.
**Kohn-Sham gap (spin up / spin down)**: 4.803 / 4.848 eV

ORCA input file:
```
! RIJCOSX wB97M-V def2-TZVPD def2/J DEFGRID3
* xyz 0 1
Pd 0.43 -1.41 -0.03
Se 4.04 -2.68 2.08
Sb 2.59 -0.84 1.61
Se 0.08 -1.75 2.46
Se 2.63 -0.18 -0.76
Se 0.72 -3.61 3.39
N 2.52 -3.67 -1.37
C 1.75 -4.19 -0.44
N 2.17 -5.17 0.34
S 0.10 -3.62 -0.27
H 3.49 -3.94 -1.46
H 2.11 -3.05 -2.06
H 3.15 -5.40 0.37
H 1.62 -5.35 1.17
Se -1.44 -1.23 -1.88
C -0.04 -1.89 -2.91
N 0.87 -2.33 -3.48
C -0.15 3.49 -2.65
C -0.27 2.16 -1.91
C -0.18 2.40 -0.41
S -0.33 0.96 0.66
O 0.31 1.32 1.95
C -2.13 0.88 0.95
C -2.53 1.55 2.26
C -2.47 3.07 2.24
H -0.18 3.33 -3.73
H 0.79 3.99 -2.41
H -0.96 4.17 -2.40
H 0.52 1.48 -2.22
H -1.22 1.68 -2.17
H -0.96 3.09 -0.07
H 0.80 2.78 -0.13
H -2.38 -0.18 0.94
H -2.61 1.35 0.08
H -1.89 1.17 3.05
H -3.55 1.22 2.47
H -1.44 3.42 2.20
H -2.91 3.48 3.15
H -3.02 3.49 1.40
*
```

Taken from the natural (NBO) analysis, the atomic charges in e are: 0.3145, -0.6375, 0.8235, 0.0112, -0.5854, -0.1581, -0.7495, 0.3721, -0.7504, -0.0267, 0.4077, 0.4599, 0.4083, 0.4363, -0.1423, 0.0694, -0.4857, -0.6019, -0.4175, -0.5951, 1.3172, -0.9784, -0.6005, -0.4160, -0.6159, 0.2224, 0.2075, 0.2014, 0.2315, 0.2188, 0.2331, 0.2582, 0.2436, 0.2339, 0.2349, 0.2176, 0.2177, 0.2229, 0.1973

=====

The lowest electronic energy belongs to which entry?
C8H18N3OPdS2SbSe5

=====

Among the records above, which one has the highest electronic energy?
C8H18N

=====

Which formula does entry 5 have?
C8H18N3